P) 62
Properties=species:S:1:pos:R:3 method="wB97M-V/def2-TZVPD" charge=+2 homo_energy_ev=-12.85 gap_ha=0.27309 multiplicity=1
Sc -0.08624 0.48591 0.02425
C 2.98789 0.87540 -1.22727
N 2.41573 0.31152 0.01557
C 2.99617 0.82449 1.27715
C 1.89778 1.27489 2.18140
N 0.66354 0.83978 2.05921
C -0.06945 1.48350 3.07320
C -1.41981 1.39837 3.40257
C -1.85778 2.16574 4.46190
C -0.97918 2.99346 5.18341
C 0.36144 3.07857 4.86618
C 0.78315 2.30468 3.79223
N 2.03624 2.14770 3.18874
C 1.88236 1.25449 -2.15601
N 0.65857 0.79521 -2.02102
C -0.08747 1.38877 -3.05571
C -1.43620 1.26601 -3.37953
C -1.89126 1.98889 -4.46311
C -1.03000 2.80930 -5.21306
C 0.30876 2.93255 -4.90066
C 0.74754 2.20405 -3.80189
N 2.00266 2.09508 -3.19298
H 3.63874 0.14770 -1.71526
H 3.60353 1.74511 -1.00208
H 2.53242 -0.69491 -0.00410
H 3.68792 1.64220 1.08028
H 3.57082 0.04180 1.77525
H -2.09914 0.74592 2.86867
H -2.89897 2.12639 4.75392
H -1.36259 3.57342 6.01216
H 1.03546 3.71172 5.42744
H 2.89571 2.59416 3.46425
H -2.10351 0.62271 -2.81965
H -2.93218 1.92104 -4.75042
H -1.42617 3.35435 -6.05941
H 0.96871 3.56133 -5.48319
H 2.85186 2.55260 -3.48276
Br -1.02585 5.41354 -0.05259
C -2.26987 4.01302 -0.02474
C -3.65280 4.32675 -0.02355
C -4.59248 3.34224 -0.00141
Br -6.41205 3.79576 0.00125
C -4.19477 1.97613 0.02137
C -5.07070 0.86957 0.05308
C -4.57750 -0.40866 0.07960
C -3.19255 -0.59795 0.07216
N -2.33825 0.40743 0.03962
C -2.82049 1.69743 0.01633
C -1.84516 2.71922 -0.00659
O -0.55859 2.32668 -0.00382
H -3.95135 5.36558 -0.03967
H -6.13931 1.04414 0.05889
H -5.23576 -1.26516 0.10823
H -2.76240 -1.59236 0.09795
N -0.16701 -4.64485 0.94216
C -0.29352 -3.76770 -0.04132
N -0.94227 -4.12310 -1.14526
S 0.38440 -2.19679 0.11333
H -0.50224 -5.59304 0.87037
H 0.29118 -4.36289 1.79187
H -1.31661 -5.04904 -1.28317
H -0.95390 -3.48567 -1.92224

***

Q) 62
Properties=species:S:1:pos:R:3 method="wB97M-V/def2-TZVPD" charge=+2 homo_energy_ev=-13.08 gap_ha=0.28282 multiplicity=1
Sc 0.53555 0.51017 0.28661
C 0.06569 3.62373 -1.03219
N 0.49431 3.17067 0.29760
C -0.27814 3.69883 1.43119
C -0.98895 2.59018 2.14420
N -0.86550 1.31852 1.82394
C -1.70259 0.61663 2.70010
C -1.97904 -0.74357 2.79489
C -2.87865 -1.14129 3.76209
C -3.49461 -0.21462 4.61403
C -3.23457 1.13865 4.52660
C -2.32579 1.53085 3.55371
N -1.84186 2.77425 3.16441
C -0.64747 2.52499 -1.75987
N -0.68628 1.27693 -1.33370
C -1.45442 0.57096 -2.26942
C -1.86233 -0.76063 -2.28284
C -2.63402 -1.17370 -3.34940
C -3.00033 -0.28786 -4.37236
C -2.62445 1.04022 -4.35617
C -1.84802 1.45181 -3.28069
N -1.31354 2.68135 -2.91473
H -0.59317 4.49357 -0.96715
H 0.93447 3.93315 -1.61718
H 1.46990 3.40769 0.41787
H 0.38033 4.21979 2.12861
H -1.01980 4.42812 1.09592
H -1.49789 -1.45584 2.13623
H -3.11571 -2.19063 3.87322
H -4.19357 -0.56961 5.35889
H -3.72089 1.85255 5.17775
H -2.08302 3.65833 3.58245
H -1.59768 -1.43013 -1.47336
H -2.97336 -2.19952 -3.39739
H -3.60486 -0.65698 -5.18941
H -2.93402 1.72362 -5.13558
H -1.41418 3.54329 -3.42753
Br 0.97717 -3.04732 3.60430
C 1.16361 -3.27643 1.73966
C 1.31493 -4.56034 1.19289
C 1.48030 -4.72931 -0.15416
Br 1.71355 -6.47565 -0.83558
C 1.47526 -3.61661 -1.03158
C 1.65052 -3.67180 -2.42881
C 1.61234 -2.51359 -3.16183
C 1.36485 -1.29711 -2.51812
N 1.19348 -1.19617 -1.21463
C 1.28562 -2.33668 -0.46499
C 1.17538 -2.15307 0.94067
O 1.11266 -0.89977 1.40520
H 1.31921 -5.41753 1.85183
H 1.81899 -4.62360 -2.91403
H 1.75378 -2.53597 -4.23276
H 1.29425 -0.37469 -3.08317
N 5.51655 1.03157 0.10720
C 4.27744 0.65025 0.39159
N 4.07792 -0.32301 1.27394
S 2.97768 1.41344 -0.40745
H 6.32071 0.61052 0.54432
H 5.66846 1.74820 -0.58078
H 4.84774 -0.75705 1.75796
H 3.13605 -0.60274 1.50702

***

The least stable of them is P).

***

P) 20
Properties=species:S:1:pos:R:3 method="wB97M-V/def2-TZVPD" charge=+1 homo_energy_ev="-12.83 / -12.46" gap_ha="0.28799 / 0.23706" multiplicity=1
C -1.07061 2.06143 -0.41996
C -2.28675 1.92948 -0.95301
C -0.03327 0.00401 -1.55219
C 0.28696 -1.47400 -1.56680
C 1.09664 -0.71468 1.46049
C -0.07152 0.18588 0.96212
N -0.03088 0.92088 -0.44981
S -2.96370 0.55741 -1.56854
I 0.24135 0.98818 -3.42416
H -0.57065 2.95447 -0.30141
H -3.14288 2.64035 -0.89890
H 1.12758 -1.62341 -0.95675
H 0.38170 -1.69997 -2.61637
H -0.52279 -1.99682 -1.10974
H 0.81794 -1.74430 1.65076
H 1.98910 -0.67824 0.70935
H 1.53141 -0.47171 2.40053
H -0.09750 1.00044 1.70032
H -1.00839 -0.34348 1.04929
H 0.73377 1.62906 -0.57289

***

Q) 20
Properties=species:S:1:pos:R:3 method="wB97M-V/def2-TZVPD" charge=+1 homo_energy_ev="-12.71 / -12.71" gap_ha="0.25990 / 0.25982" multiplicity=1
C 0.42719 1.28008 -0.34911
C -0.47212 2.24347 -0.02231
C -2.26688 0.38300 0.50621
C -1.38898 -0.16636 1.54475
C 2.12909 -1.33456 -0.21634
C 1.14055 -0.85549 -1.27425
N 0.12852 0.02292 -0.68887
S -2.17264 1.92986 -0.15079
I -3.98458 -0.70472 -0.03588
H 1.48100 1.52468 -0.32475
H -0.17575 3.25530 0.17599
H -0.63685 -0.85726 1.13669
H -1.97295 -0.73766 2.26790
H -0.84260 0.63341 2.04494
H 2.68078 -0.50461 0.21394
H 1.61479 -1.86746 0.58027
H 2.83976 -2.01596 -0.67148
H 0.61883 -1.70859 -1.70498
H 1.67972 -0.33862 -2.07521
H -0.82688 -0.18143 -0.95669

***

The least stable of them is P).

***

P) 80
Properties=species:S:1:pos:R:3 method="wB97M-V/def2-TZVPD" homo_energy_ev=-7.21 gap_ha=0.26340 multiplicity=1
Cs -0.58853 -0.15759 0.37159
C 3.07493 -3.72541 0.82229
C 3.22118 -2.93407 -0.46935
S 2.77993 -1.18324 -0.38631
C 4.03318 -0.53384 0.74633
C 3.64660 0.87822 1.18674
S 2.26707 0.97075 2.35139
C 3.01356 0.27509 3.84859
C 1.95133 -0.26414 4.79733
S 0.95072 -1.64319 4.17178
C 2.23417 -2.90059 3.95811
C 1.69319 -4.09193 3.17985
S 1.36257 -3.77248 1.42746
H 3.69789 -3.29027 1.60330
H 3.41848 -4.74927 0.66153
H 2.56985 -3.34536 -1.24297
H 4.24529 -3.03040 -0.83604
H 5.00243 -0.51745 0.24405
H 4.11211 -1.20078 1.60681
H 3.27320 1.45569 0.33733
H 4.51093 1.40067 1.59761
H 3.58190 1.04947 4.36848
H 3.71877 -0.50914 3.57153
H 1.22100 0.51409 5.02805
H 2.41074 -0.55813 5.74296
H 2.58431 -3.23040 4.93895
H 3.08037 -2.45817 3.43175
H 0.74343 -4.42296 3.60132
H 2.38788 -4.93115 3.24942
O 0.92571 4.31149 0.34408
C 1.62021 4.62651 -0.76180
C 2.16280 5.90428 -0.90268
C 2.88269 6.23073 -2.03969
C 3.08363 5.29644 -3.04849
C 2.54035 4.02742 -2.90417
C 1.80415 3.67837 -1.78131
C 1.16597 2.30325 -1.64659
O 0.98326 1.89920 -0.36275
N -0.12008 2.41889 -2.40736
N -0.95710 1.39989 -2.48493
C -2.09529 1.58603 -3.05008
C -3.08932 0.54656 -3.25142
Br -2.88495 -1.06508 -2.23970
C -4.17114 0.62663 -4.03179
C -4.49985 1.74156 -4.93745
C -3.54286 2.36151 -5.74146
C -3.89840 3.39996 -6.58763
C -5.21579 3.83097 -6.65256
C -6.18057 3.20716 -5.87371
C -5.82570 2.16763 -5.02867
H 0.82752 3.29581 0.28404
H 2.00977 6.62158 -0.10662
H 3.29847 7.22651 -2.13708
H 3.65463 5.55357 -3.93085
H 2.68386 3.28236 -3.68090
H 1.77308 1.58272 -2.22428
H -0.44237 3.34272 -2.67326
H -2.36820 2.56979 -3.43637
H -4.88785 -0.18459 -3.99070
H -2.51876 2.01148 -5.71585
H -3.14325 3.86971 -7.20477
H -5.49097 4.64226 -7.31369
H -7.21230 3.53039 -5.92440
H -6.58203 1.68356 -4.42245
C -2.55897 -2.48249 5.38422
N -2.30740 -3.48213 4.36435
C -1.79433 -4.74532 4.57318
C -1.73937 -5.35440 3.36896
N -2.19618 -4.44690 2.43557
C -2.28501 -4.66928 1.00538
C -2.57350 -3.29878 3.04985
Se -3.33032 -1.82220 2.26772
H -2.20584 -2.86985 6.33666
H -3.62440 -2.26415 5.43577
H -2.02437 -1.56829 5.13653
H -1.52092 -5.10185 5.54978
H -1.40497 -6.33925 3.09702
H -2.15148 -5.73123 0.81405
H -1.51090 -4.10482 0.48663
H -3.25981 -4.34037 0.65176

***

Q) 80
Properties=species:S:1:pos:R:3 method="wB97M-V/def2-TZVPD" homo_energy_ev=-7.36 gap_ha=0.26892 multiplicity=1
Cs -0.03208 -0.63043 0.13661
C 3.10986 -2.71596 2.07684
C 2.19798 -3.94363 2.14215
S 0.70332 -3.82252 1.11941
C -0.51235 -4.57155 2.22706
C -1.93789 -4.23710 1.79281
S -2.37327 -2.48286 1.75109
C -2.87141 -2.13275 3.44824
C -1.77875 -2.04733 4.51079
S -0.49059 -0.85328 4.08678
C 0.96176 -1.70503 4.74816
C 2.23793 -1.08073 4.18609
S 2.37386 -1.09607 2.38802
H 3.55169 -2.63361 1.08637
H 3.92826 -2.86215 2.78705
H 1.87437 -4.11713 3.16998
H 2.78217 -4.81335 1.83692
H -0.33710 -4.20306 3.23863
H -0.40511 -5.65886 2.24665
H -2.64817 -4.76717 2.43209
H -2.11537 -4.60224 0.77954
H -3.62430 -2.85872 3.76673
H -3.39307 -1.17449 3.38065
H -1.31165 -3.02425 4.64166
H -2.25006 -1.79636 5.46405
H 0.90332 -2.75554 4.46140
H 0.97516 -1.65146 5.83916
H 3.10510 -1.56831 4.63787
H 2.29343 -0.03338 4.48998
O 3.31379 -3.19618 -1.49878
C 4.44002 -2.46896 -1.62556
C 5.62594 -3.11576 -1.97294
C 6.80161 -2.39611 -2.08293
C 6.82166 -1.02815 -1.84168
C 5.63916 -0.39426 -1.49726
C 4.43999 -1.08709 -1.39384
C 3.15192 -0.36900 -1.02477
O 2.24043 -1.20321 -0.42949
N 2.63378 0.23773 -2.27385
N 1.81700 1.27029 -2.36968
C 1.23690 1.78256 -1.34777
C 0.38357 2.97551 -1.53422
Br -0.57991 3.39643 0.06619
C 0.27070 3.68102 -2.65469
C -0.62291 4.80885 -2.97016
C -1.34518 4.76524 -4.16210
C -2.19431 5.80238 -4.51102
C -2.32495 6.90270 -3.67459
C -1.59344 6.96412 -2.49834
C -0.74126 5.92769 -2.15110
H 2.66088 -2.55813 -1.06091
H 5.59838 -4.18310 -2.14118
H 7.71576 -2.91088 -2.35143
H 7.74407 -0.46959 -1.91586
H 5.63443 0.67229 -1.29867
H 3.40943 0.48937 -0.37126
H 3.05662 -0.03202 -3.14652
H 1.32684 1.41628 -0.33356
H 0.91995 3.32963 -3.45137
H -1.24071 3.90604 -4.81254
H -2.74904 5.75358 -5.43880
H -2.98448 7.71462 -3.94960
H -1.67978 7.82806 -1.85370
H -0.16345 5.97518 -1.23863
C -5.46011 -1.00546 -0.09075
N -5.05861 0.37660 -0.27418
C -5.51360 1.44955 0.45986
C -4.93658 2.55424 -0.06161
N -4.13961 2.13944 -1.10159
C -3.40232 3.01144 -1.99250
C -4.19549 0.79470 -1.22499
Se -3.29364 -0.23394 -2.46378
H -6.31105 -1.01744 0.58661
H -4.64065 -1.59186 0.32199
H -5.74727 -1.42061 -1.05494
H -6.20863 1.32557 1.26777
H -5.02153 3.59137 0.19987
H -3.39597 4.01113 -1.56587
H -3.87303 3.02128 -2.97501
H -2.38239 2.64622 -2.09102

***

The least stable of them is Q).